Below is a molecular structure, C27H24N11O3RuS2 at a distorted geometry, with properties calculated with the ωB97M-V functional and the def2-TZVPD basis.

Output
HOMO energy (alpha / beta)	-16.9038 / -16.8284	eV
multiplicity	5
net charge	+3
Kohn-Sham gap (alpha / beta)	5.68 / 4.31	eV

Cartesian coordinates (Å):
1 Ru -0.852 1.287 0.529
2 S -5.164 1.718 -5.583
3 N -3.813 2.498 -5.209
4 C -3.522 2.142 -3.976
5 C -2.380 2.610 -3.204
6 C -1.508 3.626 -3.613
7 C -0.474 4.012 -2.784
8 C -0.291 3.343 -1.587
9 N -1.127 2.368 -1.183
10 C -2.187 2.035 -1.962
11 C -3.136 1.104 -1.372
12 N -2.881 0.685 -0.098
13 C -3.795 -0.069 0.508
14 C -4.982 -0.455 -0.101
15 C -5.227 -0.062 -1.396
16 C -4.283 0.733 -2.053
17 C -4.449 1.232 -3.411
18 N -5.433 0.910 -4.224
19 H -1.670 4.106 -4.574
20 H 0.192 4.819 -3.059
21 H 0.537 3.573 -0.937
22 H -3.588 -0.376 1.525
23 H -5.698 -1.047 0.453
24 H -6.140 -0.341 -1.909
25 O 7.959 -3.717 -0.787
26 S 7.514 -2.636 -1.656
27 O 7.522 -1.400 -0.901
28 O 8.389 -2.523 -2.804
29 C 5.816 -2.980 -2.184
30 N 5.615 -4.037 -2.925
31 C 4.382 -4.355 -3.295
32 C 3.322 -3.560 -2.888
33 C 3.613 -2.463 -2.093
34 N 4.859 -2.152 -1.727
35 C 2.574 -1.539 -1.547
36 C 2.979 -0.393 -0.862
37 C 2.036 0.436 -0.311
38 N 0.712 0.178 -0.387
39 C 0.312 -0.913 -1.076
40 C 1.206 -1.778 -1.667
41 H 4.246 -5.239 -3.903
42 H 2.318 -3.809 -3.205
43 H 4.034 -0.166 -0.768
44 H 2.334 1.341 0.201
45 H -0.751 -1.087 -1.144
46 H 0.820 -2.629 -2.215
47 C 0.843 0.750 2.997
48 N -0.550 0.498 2.447
49 C -0.882 -0.950 2.789
50 N -0.790 -1.174 4.209
51 C 0.575 -0.943 4.702
52 N 0.861 0.482 4.416
53 C -0.036 1.390 5.168
54 N -1.392 1.122 4.669
55 C -1.485 1.394 3.259
56 C -1.722 -0.292 4.935
57 H 1.110 1.789 2.808
58 H 1.537 0.093 2.481
59 H -0.191 -1.594 2.252
60 H -1.893 -1.148 2.448
61 H 1.282 -1.585 4.180
62 H 0.634 -1.133 5.769
63 H 0.239 2.428 4.995
64 H 0.022 1.172 6.230
65 H -1.207 2.426 3.077
66 H -2.502 1.227 2.918
67 H -2.744 -0.498 4.613
68 H -1.651 -0.481 6.003

Atoms 1-3, force components in eV/Å:
0.1 -1.3 -0.4
-0.4 0.0 -0.6
-0.2 0.0 -0.1

Atom charges from the Löwdin analysis, given in e for atoms 1 to 2: 1.5398 1.1648

---

Below is a molecular structure, C27H25BN4O3ReS6Sb at a distorted geometry, with properties calculated with the ωB97M-V functional and the def2-TZVPD basis.

Output
HOMO energy	-13.5329	eV
net charge	+2
Kohn-Sham gap	5.47	eV

Cartesian coordinates (Å):
1 Re -0.300 -0.329 0.375
2 S -0.919 -0.323 2.510
3 C -2.351 0.619 2.383
4 N -3.072 0.813 3.526
5 N -3.951 1.699 3.646
6 C -4.312 2.846 2.876
7 C -5.639 3.243 2.989
8 C -6.055 4.389 2.332
9 C -5.138 5.136 1.609
10 C -3.801 4.748 1.545
11 C -3.374 3.595 2.172
12 N -2.794 0.994 1.210
13 N -2.053 0.683 0.185
14 C -2.632 1.142 -1.051
15 C -4.014 1.312 -1.145
16 C -4.561 1.750 -2.336
17 C -3.745 2.036 -3.425
18 C -2.374 1.873 -3.321
19 C -1.814 1.417 -2.137
20 H -4.466 1.612 4.525
21 H -6.339 2.659 3.570
22 H -7.086 4.701 2.398
23 H -5.458 6.036 1.105
24 H -3.088 5.352 1.004
25 H -2.332 3.306 2.131
26 H -4.650 1.081 -0.304
27 H -5.631 1.864 -2.417
28 H -4.181 2.384 -4.349
29 H -1.733 2.100 -4.159
30 H -0.742 1.334 -2.053
31 S -1.140 -1.859 -4.379
32 Sb -0.088 -2.797 -2.715
33 S 1.375 -0.311 -1.811
34 S -1.144 -2.211 -0.571
35 S 1.458 -4.309 -2.326
36 C 5.270 4.559 1.063
37 C 4.643 3.238 0.748
38 C 3.986 2.504 1.732
39 C 3.372 1.298 1.439
40 C 3.431 0.836 0.129
41 C 4.077 1.543 -0.883
42 C 4.688 2.734 -0.557
43 S 2.566 -0.628 -0.274
44 C 3.714 -1.934 -0.567
45 O 1.693 -0.996 0.893
46 H 5.361 4.711 2.136
47 H 4.656 5.364 0.655
48 H 6.257 4.638 0.613
49 H 3.952 2.881 2.745
50 H 2.859 0.737 2.206
51 H 4.083 1.184 -1.903
52 H 5.198 3.296 -1.326
53 H 4.276 -2.083 0.353
54 H 4.366 -1.615 -1.377
55 H 3.134 -2.816 -0.852
56 O 0.178 2.598 1.414
57 B 0.310 1.792 0.292
58 O 0.836 2.496 -0.771
59 C 1.073 3.768 -0.290
60 C 1.617 4.848 -0.947
61 C 1.762 6.011 -0.196
62 C 1.378 6.071 1.143
63 C 0.826 4.972 1.793
64 C 0.684 3.831 1.036
65 H 1.906 4.795 -1.985
66 H 2.177 6.891 -0.664
67 H 1.508 6.994 1.688
68 H 0.528 5.009 2.830

Atoms 1-3, force components in eV/Å:
-0.3 -1.0 0.4
0.1 -0.1 -0.4
0.0 0.0 0.0

Atom charges from the Löwdin analysis, given in e for atoms 1 to 2: 0.7662 0.8441